# C39H49GeN4O3PS4W

C39H49GeN4O3PS4W as an isolated structure (wB97M-V/def2-TZVPD, the Open Molecules 2025 dataset).

Its total charge is +2. The LUMO energy is -6.5 eV. The highest occupied orbital energy comes out at -12.9 eV. The frontier orbital gap is 6.39 eV.

Each line ends with the Löwdin charge.
Element x y z (Å)
W  0.081  1.997  1.406  1.216
O  1.330  -4.711  0.587  0.033
C  1.073  -3.568  0.738  -0.932
S  -0.082  -2.944  1.958  1.015
C  0.140  -1.267  1.522  -0.973
C  0.992  -0.948  0.514  -1.035
S  1.491  0.707  0.130  0.651
S  1.806  -2.249  -0.260  1.054
S  -0.810  -0.028  2.277  0.947
N  0.314  0.969  3.070  -0.582
P  0.704  2.089  4.213  0.713
N  -0.506  2.877  4.932  -0.165
C  -1.406  3.848  4.244  -0.180
C  -2.862  3.571  4.573  -0.165
C  -3.132  3.772  6.065  -0.165
C  -1.944  3.264  6.898  -0.155
C  -1.136  2.233  6.132  -0.169
N  1.447  3.060  2.942  -0.247
C  2.903  2.593  2.728  -0.180
C  3.909  3.667  3.086  -0.178
C  3.756  4.857  2.144  -0.150
C  2.265  5.166  1.930  -0.159
C  1.394  4.567  3.018  -0.180
N  1.661  1.452  5.331  -0.205
C  2.116  0.039  5.334  -0.153
C  3.635  -0.084  5.197  -0.158
C  4.350  1.144  5.773  -0.171
C  3.546  1.724  6.928  -0.155
C  2.210  2.283  6.443  -0.153
H  -1.270  3.791  3.165  0.069
H  -1.133  4.860  4.552  0.127
H  -3.113  2.552  4.264  0.118
H  -3.478  4.240  3.971  0.122
H  -4.048  3.253  6.346  0.120
H  -3.296  4.830  6.270  0.118
H  -2.286  2.809  7.827  0.126
H  -1.279  4.084  7.178  0.123
H  -1.776  1.409  5.804  0.130
H  -0.355  1.811  6.755  0.094
H  3.003  2.317  1.682  0.075
H  3.056  1.693  3.320  0.083
H  4.902  3.224  2.989  0.133
H  3.806  3.961  4.134  0.109
H  4.217  4.621  1.185  0.111
H  4.284  5.722  2.544  0.124
H  1.925  4.802  0.953  0.090
H  2.084  6.241  1.926  0.119
H  0.369  4.898  2.891  0.067
H  1.731  4.875  4.011  0.133
H  1.593  -0.499  4.545  0.102
H  1.779  -0.384  6.283  0.135
H  3.924  -0.253  4.158  0.111
H  3.935  -0.977  5.745  0.126
H  4.478  1.913  5.006  0.085
H  5.352  0.873  6.100  0.126
H  4.089  2.529  7.422  0.128
H  3.372  0.956  7.684  0.126
H  2.330  3.306  6.078  0.115
H  1.493  2.308  7.265  0.113
O  -1.402  1.835  -0.156  -0.100
C  -1.816  2.996  0.113  -0.576
O  -1.074  3.644  0.970  -0.156
C  -3.000  3.613  -0.514  -0.130
C  -2.601  4.496  -1.714  -0.211
Ge  -1.404  6.023  -1.323  1.017
C  0.467  5.438  -1.403  -0.267
C  1.473  6.397  -1.291  -0.108
C  2.813  6.049  -1.409  -0.074
C  3.170  4.732  -1.658  -0.083
C  2.179  3.764  -1.794  -0.096
C  0.839  4.115  -1.665  -0.130
C  -1.858  6.668  0.466  -0.274
C  -3.191  6.904  0.806  -0.109
C  -3.542  7.333  2.079  -0.070
C  -2.558  7.547  3.034  -0.082
C  -1.224  7.335  2.707  -0.092
C  -0.885  6.894  1.435  -0.114
C  -1.690  7.411  -2.634  -0.289
C  -2.128  8.681  -2.268  -0.103
C  -2.327  9.661  -3.231  -0.072
C  -2.088  9.379  -4.567  -0.069
C  -1.648  8.118  -4.944  -0.073
C  -1.449  7.141  -3.982  -0.107
H  -3.489  4.227  0.244  0.119
H  -3.669  2.811  -0.826  0.138
H  -3.520  4.928  -2.111  0.086
H  -2.178  3.876  -2.507  0.084
H  1.207  7.437  -1.135  0.115
H  3.580  6.808  -1.332  0.116
H  4.212  4.469  -1.783  0.113
H  2.449  2.743  -2.035  0.092
H  0.089  3.344  -1.825  0.087
H  -3.972  6.770  0.064  0.114
H  -4.580  7.523  2.321  0.112
H  -2.827  7.908  4.018  0.109
H  -0.451  7.543  3.439  0.108
H  0.157  6.739  1.180  0.071
H  -2.317  8.914  -1.226  0.095
H  -2.667  10.646  -2.939  0.110
H  -2.244  10.144  -5.316  0.111
H  -1.459  7.899  -5.987  0.110
H  -1.094  6.163  -4.290  0.103